[1]
A 23-piece molecular cluster, C6H60NO24 overall in a non-equilibrium geometry, computed with ωB97M-V/def2-TZVPD.

## Properties
**ΔE to the lowest compared entry with this formula, charge and spin**: 251.08 kJ/mol

Geometry as ORCA input:
```
! wB97M-V def2-TZVPD RIJCOSX def2/J DEFGRID3
* xyz 1 1
O 1.863 4.849 4.546
H 1.037 1.639 0.843
H 3.181 5.151 0.505
H -1.901 0.887 3.543
C 0.350 1.077 1.495
O -2.295 0.297 4.039
H -0.400 3.307 3.879
H 0.649 0.545 -1.003
H -3.225 6.404 2.476
O 2.202 1.439 -1.820
H -0.669 3.274 6.571
H 0.637 -2.435 -5.170
H 1.886 -2.674 1.134
H -0.329 -3.828 -4.924
H 2.117 4.066 -0.001
H -0.503 4.163 -0.352
C -0.652 0.438 0.444
O 0.636 -6.317 -4.966
O 3.187 0.661 3.127
C 0.362 -2.999 -4.492
O -1.781 -4.280 -1.934
O 0.902 -2.450 0.922
O -0.076 1.401 6.883
H -3.964 -0.612 -1.160
C 0.209 2.494 3.439
O 2.155 3.106 6.848
O -0.712 -3.152 -7.926
H 2.504 2.188 -2.414
H -0.948 -1.323 3.462
H -1.196 -3.690 -2.225
H -0.919 -1.732 -0.847
H 4.771 -1.479 -2.460
O -3.905 -0.093 -0.362
H -1.280 1.277 0.145
H 0.523 -0.929 -0.070
H 1.215 -3.769 -0.603
H 1.354 2.724 3.130
H 1.481 2.426 6.753
C 0.270 -1.356 -2.667
O -0.249 -1.897 3.281
H 3.661 1.239 2.543
H -1.938 5.593 2.894
H -3.687 -1.335 -3.402
H 0.593 -4.620 -1.598
H 0.168 2.524 -4.116
C -0.700 -1.001 -1.540
H -2.884 -0.101 3.449
H -0.487 -2.882 3.269
H -0.488 -2.488 -7.244
O -0.461 1.772 2.428
H 0.720 1.511 -5.144
H -4.147 -0.540 1.276
O -0.382 -2.422 -3.304
O 3.768 -1.018 -2.627
H -1.879 3.773 7.544
O 1.262 -4.610 -6.948
H 0.566 -2.256 1.798
H 1.758 5.467 3.979
O -3.704 -1.760 -2.406
O 1.487 -4.347 -1.178
H 1.959 3.907 6.348
H 0.119 0.503 6.632
H 3.493 0.830 4.073
O -2.890 5.410 2.524
H 2.707 0.596 -1.992
H 0.393 2.019 4.232
O -1.145 4.142 6.786
H 0.463 -0.630 -3.429
O -0.102 1.826 -4.629
H -3.701 -1.953 1.744
H 0.116 -6.732 -5.592
H -0.213 3.507 0.927
H 0.607 -4.105 -7.418
N 0.141 -0.132 -0.600
H -0.926 1.515 6.833
H 3.640 -0.782 -3.519
H 2.565 5.148 5.231
H -4.129 0.856 -0.467
O -3.855 -1.036 2.139
H 2.065 -4.067 -7.069
H 1.173 -3.575 -4.179
H 0.797 0.283 1.928
H -0.232 -2.728 -8.533
O 2.973 4.387 -0.083
H -4.427 -2.467 -2.386
O 0.217 3.957 0.297
H 0.768 -5.748 -5.784
H -2.792 -4.008 -2.203
H 1.232 -1.736 -2.421
H -1.334 -0.388 -2.180
H -1.362 -0.123 1.047
*
```

The computed Mulliken charges, all in e, follow: -0.5333, 0.2917, 0.2880, 0.2231, -1.1254, -0.6307, 0.2858, 0.5280, 0.3257, -0.6143, 0.3756, 0.7456, 0.3688, 0.3461, 0.3847, 0.2945, -0.6952, -0.5568, -0.6002, -1.5732, -0.6305, -0.7674, -0.5844, 0.3569, -1.5709, -0.6219, -0.6422, 0.2664, 0.3072, 0.2619, 0.6492, 0.3325, -0.6303, 0.3796, 0.4183, 0.3138, 0.1984, 0.2997, -0.9657, -0.7307, 0.3006, 0.3084, 0.3625, 0.3759, 0.2795, -0.5070, 0.3907, 0.3307, 0.3340, -0.2480, 0.3134, 0.3905, -0.1415, -0.6867, 0.3337, -0.6940, 0.2942, 0.2100, -0.7271, -0.5946, 0.3544, 0.2881, 0.3222, -0.6284, 0.2891, 1.2917, -0.6847, 0.3765, -0.6113, 0.2776, 0.3493, 0.2832, 0.3943, 0.4342, 0.2114, 0.3113, 0.3054, 0.3132, -0.7063, 0.2822, 0.5119, 0.9884, 0.3293, -0.6517, 0.3160, -0.5840, 0.2176, 0.2376, 0.6918, 0.1221, -0.0263

***

[2]
C16H13N3O7Ru as an isolated structure in a non-equilibrium geometry, computed with ωB97M-V/def2-TZVPD.

## Properties
**ΔE to the lowest compared entry with this formula, charge and spin**: 434.11 kJ/mol
**Expectation value of S²**: 1.07

Geometry as ORCA input:
```
! wB97M-V def2-TZVPD RIJCOSX def2/J DEFGRID3
* xyz -1 2
C -0.774 -2.410 -3.892
C -1.907 3.696 0.837
C -2.513 1.061 1.130
C 3.079 -2.197 0.611
C -0.943 2.697 0.811
H -2.201 -3.218 -2.502
H -2.706 0.002 1.233
C -3.543 1.990 1.138
C 0.133 -0.913 -1.743
O -1.060 -1.528 0.800
O 3.729 -3.222 0.516
Ru 0.644 -0.135 1.366
C -3.232 3.335 1.001
C 0.538 3.040 0.581
O -0.791 -0.874 5.267
N -1.246 1.412 0.964
H -1.135 -2.991 -4.729
O -2.701 -2.582 -0.235
C -0.919 -1.799 -1.572
O 0.869 4.211 0.474
H 0.763 -1.430 -5.021
O 1.849 -2.036 0.708
O 1.293 2.031 0.501
C 0.290 -1.538 -4.055
N 0.545 -0.122 3.475
H 1.580 -0.114 -3.101
C 3.914 -0.825 0.560
C -0.158 -0.528 4.340
H -4.008 4.085 1.013
C -1.624 -1.998 -0.226
H 3.051 1.075 0.533
H 4.120 -0.650 -0.499
H -1.591 4.721 0.721
H -4.566 1.666 1.249
N 3.150 0.248 1.113
H 3.369 0.479 2.075
H 4.851 -1.012 1.093
C -1.373 -2.543 -2.655
C 0.746 -0.793 -2.978
H 0.483 -0.293 -0.899
*
```

The computed natural (NBO) charges, all in e, follow: -0.2232, -0.2213, 0.0578, 0.7896, 0.1165, 0.2362, 0.2472, -0.2517, -0.1475, -0.7259, -0.6724, 1.4486, -0.1590, 0.7532, -0.5871, -0.4327, 0.2033, -0.6631, -0.1393, -0.6581, 0.2040, -0.7086, -0.7812, -0.2155, -0.7692, 0.2099, -0.3593, 0.7862, 0.2126, 0.7790, 0.4242, 0.2045, 0.2466, 0.2235, -0.8115, 0.3932, 0.2008, -0.1678, -0.2091, 0.1668

***

[3]
A 2-piece molecular cluster, C2H7NS2 overall in a non-equilibrium geometry, computed with ωB97M-V/def2-TZVPD.

## Properties
**ΔE to the lowest compared entry with this formula, charge and spin**: 175.61 kJ/mol
**SMILES**: C=N.CSS

Geometry as ORCA input:
```
! wB97M-V def2-TZVPD RIJCOSX def2/J DEFGRID3
* xyz 0 1
H 0.736 1.657 -3.824
C 1.770 2.048 -3.843
H 1.424 2.062 -0.042
H -1.420 -2.237 4.009
S 2.331 1.928 -1.058
S 2.004 3.266 -2.534
C -2.158 -3.048 3.941
H 1.897 2.601 -4.681
H -1.629 -3.933 3.612
N -3.470 -3.128 3.950
H -4.003 -2.382 4.249
H 2.518 1.166 -3.779
*
```

The computed natural (NBO) charges, all in e, follow: 0.2198, -0.7325, 0.1372, 0.1529, -0.1764, 0.1092, -0.0451, 0.2125, 0.1520, -0.5947, 0.3348, 0.2303

***

[4]
A 2-piece molecular cluster, C14H20F3N2O5S overall in a non-equilibrium geometry, computed with ωB97M-V/def2-TZVPD.

Geometry as ORCA input:
```
! wB97M-V def2-TZVPD RIJCOSX def2/J DEFGRID3
* xyz -1 1
H 0.807 -0.190 -6.895
C -1.530 1.380 0.463
F 3.666 -2.519 -4.582
C 2.229 -0.662 -4.851
O 2.694 -0.212 -6.010
C -3.100 -0.620 4.284
S -0.898 2.344 1.790
H -1.133 -0.313 2.424
F 4.477 -0.577 -4.079
N -2.533 0.099 -0.887
H 0.787 2.310 -7.195
C -1.744 -1.248 4.617
H 1.515 -0.941 1.786
C -1.136 -2.134 3.504
H 2.393 2.398 -6.448
C 3.365 -1.323 -4.056
H 1.013 1.111 0.992
C -0.534 -1.220 2.409
H 1.011 1.891 -5.491
H -3.894 -1.084 4.863
O -0.824 1.413 -0.693
O -4.098 1.500 4.021
H -0.682 -1.668 1.426
O 1.097 -0.603 -4.476
H -1.052 -0.425 4.783
H -1.768 -1.822 5.548
F 3.020 -1.506 -2.789
C 1.460 1.835 -6.482
H 1.326 -1.446 3.468
C -1.533 0.559 -1.488
H 0.254 0.896 3.881
H 1.978 0.888 3.526
C 0.991 0.668 3.111
H -0.404 -2.834 3.906
C -3.108 0.912 4.496
H 2.155 0.359 -7.879
H -1.962 -2.646 3.006
H -3.298 -0.782 3.224
N -2.541 0.623 0.403
C 0.924 -0.793 2.693
H -1.185 0.395 -2.488
O -2.162 1.464 5.129
C 0.791 1.631 1.922
C 1.724 0.398 -6.881
H 1.444 2.494 1.993
*
```

The computed natural (NBO) charges, all in e, follow: 0.2004, 0.3030, -0.3118, 0.6924, -0.4789, -0.5326, 0.2999, 0.2194, -0.3094, -0.2991, 0.2216, -0.4139, 0.1848, -0.3905, 0.2148, 0.8982, 0.2172, -0.4134, 0.2276, 0.2051, -0.4488, -0.7762, 0.1919, -0.5380, 0.2283, 0.1796, -0.2936, -0.6380, 0.1988, 0.2767, 0.2576, 0.1918, -0.4299, 0.1802, 0.7587, 0.1934, 0.1912, 0.2090, -0.2823, -0.4019, 0.1988, -0.8097, -0.5113, -0.0786, 0.2175

***

[5]
One molecule with the formula C4H7NO4S in a non-equilibrium geometry, computed with ωB97M-V/def2-TZVPD.

## Properties
**ΔE to the lowest compared entry with this formula, charge and spin**: 393.38 kJ/mol

Geometry as ORCA input:
```
! wB97M-V def2-TZVPD RIJCOSX def2/J DEFGRID3
* xyz 0 1
C -1.561 0.004 -0.911
O 2.665 0.942 -0.761
O 2.250 -2.601 -0.165
C 1.764 -1.858 0.581
H -1.225 -0.704 -1.662
O 0.520 1.954 -0.790
H -1.094 0.987 -1.254
H -1.290 -1.455 0.731
H -2.661 0.044 -0.769
H -1.047 1.348 1.058
O 1.349 -1.117 1.451
H 2.510 1.085 -1.708
N -1.126 0.516 1.521
C 0.620 -0.441 0.160
S 1.348 1.257 0.171
C -0.897 -0.406 0.394
H -2.125 0.446 1.952
*
```

The computed natural (NBO) charges, all in e, follow: -0.6554, -0.9141, -0.4342, 1.0177, 0.2203, -0.9833, 0.2616, 0.2056, 0.2145, 0.3469, -0.4451, 0.5056, -0.8500, -0.2657, 1.5276, -0.1204, 0.3683

***

[6]
C55H75FeN4O2Sb2Si as an isolated structure, computed with ωB97M-V/def2-TZVPD.

## Properties
**Expectation value of S²**: 6.01

Geometry as ORCA input:
```
! wB97M-V def2-TZVPD RIJCOSX def2/J DEFGRID3
* xyz 1 5
H -4.049 -4.260 -2.404
H 3.293 4.123 3.120
H -6.947 2.671 -1.731
C 1.542 -1.140 -3.775
C -6.070 2.389 -1.162
C -7.866 -1.229 -0.963
C -2.035 5.220 0.401
C 2.819 2.379 1.983
C -3.710 1.860 -1.106
H -4.819 2.368 -2.883
H -5.324 -0.652 -3.108
H 3.671 2.442 0.002
C 0.091 4.961 1.708
H -7.645 -1.919 1.058
H -1.437 3.313 3.231
H -0.316 -5.405 -4.105
H -0.357 -5.703 -1.651
H 3.144 -2.958 -2.100
Sb -2.941 -1.584 -1.139
C -3.532 -6.268 0.269
H -3.683 0.714 -3.853
H -2.369 4.789 3.021
C 2.992 3.084 3.169
C -0.257 4.111 -2.818
H -3.967 -0.811 2.461
C -1.527 3.541 -2.879
C -7.204 -0.879 -2.128
H 0.549 -3.307 -5.080
C -3.104 -3.640 -0.570
H 4.377 -1.749 -1.693
C -7.136 -1.639 0.144
H -1.489 -3.276 4.442
H -2.249 1.184 3.932
N -0.945 3.085 0.449
H -3.149 6.142 -4.334
H -3.704 -7.286 0.594
C -5.077 -1.359 -1.088
C -5.753 -1.705 0.080
H -3.559 3.880 -3.511
H 3.996 -3.025 -0.553
C -2.332 5.575 -3.908
C 2.525 -1.482 -0.661
H -3.879 -1.591 4.043
C -2.026 3.888 2.512
H 2.136 3.305 0.152
H -7.764 -0.557 -2.997
H 0.568 3.539 -2.406
H -3.825 -2.074 -3.620
H 3.611 3.991 0.824
H -7.119 2.278 0.703
H 2.132 1.350 -1.234
C -2.559 4.287 -3.441
H -2.647 -5.654 2.124
H 1.113 -0.229 -3.358
H 3.591 1.261 -3.033
C -3.715 -4.563 -1.418
C 0.916 -2.377 -3.194
H -3.559 -2.525 2.588
C -4.852 2.226 -1.810
H -4.391 -6.579 -1.675
C 2.436 1.036 2.060
H -2.248 -3.340 1.372
H -0.199 -2.214 4.988
C -2.940 -5.354 1.125
Fe -0.155 -0.203 0.214
H -0.063 -4.836 0.553
H -2.907 3.312 2.226
Sb -1.807 1.576 -2.053
C 0.495 -3.424 -4.005
H 0.229 -3.118 0.833
H -5.203 -2.049 0.947
H 1.429 -1.127 -4.857
O -0.926 -0.851 1.763
Si -1.607 -1.118 3.218
C 0.825 -2.553 -1.815
H 4.471 -1.783 1.368
H 0.375 2.200 1.717
C -3.917 -5.870 -1.007
C -1.066 6.136 -3.826
H -2.964 1.292 0.826
H -0.046 -3.069 3.455
H -0.892 7.141 -4.187
C 0.021 -4.607 -3.457
C -3.420 -1.548 3.052
C -0.007 -4.774 -2.082
H -1.483 5.497 -0.499
C -2.722 -4.047 0.702
C 1.941 -1.075 3.385
H 0.714 4.291 2.308
C 0.416 -3.755 -1.235
C -2.594 0.643 -3.863
O 1.746 1.561 -2.089
H -0.528 0.916 4.226
C -1.214 4.285 1.284
H -0.249 3.331 -0.249
C 2.775 1.988 -2.975
H -2.284 -1.042 -5.153
C -3.827 1.631 0.263
H 2.308 0.651 5.409
H 2.842 -1.686 3.284
H 3.184 2.959 -2.683
H -2.962 4.733 0.095
H -2.239 1.278 -4.677
H 4.586 -0.063 1.782
C 3.562 -2.357 -1.298
H -2.277 6.134 0.945
C -5.816 -0.939 -2.187
H 1.580 -4.208 0.504
C -6.167 2.167 0.201
C -2.807 -1.894 -3.272
H 1.511 -1.301 4.359
C -0.024 5.398 -3.284
H 2.925 3.041 5.311
H -1.735 0.213 5.302
H -5.117 1.583 1.976
H 2.328 2.084 -3.962
H -8.946 -1.186 -0.918
H 1.226 -1.387 2.622
N 1.276 -1.518 -0.923
C 4.363 -0.767 0.986
N -0.427 1.947 1.137
C 0.540 -3.985 0.247
C -5.041 1.780 0.914
H -2.258 -2.828 -3.391
H 0.659 5.279 0.829
H -1.061 -0.847 -3.934
H 2.614 -1.112 -3.557
C 2.449 1.137 4.451
H 0.970 5.824 -3.227
C 2.271 0.390 3.290
C 3.068 3.060 0.668
H -0.110 5.847 2.311
H 5.098 -0.649 0.190
N 2.137 0.295 0.866
C -0.750 -2.545 4.105
C 2.796 2.475 4.398
C -2.134 -0.796 -4.095
C -1.511 0.445 4.258
H -1.140 1.615 1.781
C 2.982 -0.562 0.444
*
```

These are the Mulliken partial charges, in e, on atoms 1 to 99: 0.3643, 0.4741, 0.3527, -0.9877, -1.0784, -0.6840, -1.3361, 1.1387, 1.5457, 0.2934, 0.1042, 0.2499, -1.5142, 0.4598, 0.1682, 0.4089, 0.4204, 0.5111, -1.1134, -0.8530, 0.4325, 0.5897, -0.5346, -0.0865, -0.2190, 0.9944, -0.7968, 0.4530, 1.1190, 0.4634, -0.8221, 0.5804, 0.1837, 0.2233, 0.4825, 0.3874, 1.3592, -0.5399, 0.2549, 0.4590, -0.9368, 0.5293, 0.6006, -1.3564, -0.1808, 0.4398, -0.2146, 0.9777, 0.5862, 0.3647, -0.8253, -0.4553, 0.4917, -0.1218, 0.3516, -1.0904, 0.4554, 0.1622, -0.6486, 0.4535, -2.7146, 0.1895, 0.4295, -0.7569, 3.1521, 0.6220, 0.0893, 0.9751, -0.7527, -0.0743, 0.3659, 0.4133, -0.0542, 1.4018, -1.1633, 0.4128, -0.5738, -0.7319, -0.6245, -0.5525, 0.2840, 0.4008, -1.4297, -0.7475, -0.6619, 0.2088, -0.2271, -0.8717, 0.2042, 1.0334, -1.3742, 1.0709, 0.1368, 1.4104, -0.5868, -1.2322, 0.6335, 0.4157, 0.4795

***

| no. | E_tot (eV) |
| --- | --- |
| 1 | -57810.41779 |
| 2 | -38189.23072 |
| 3 | -25346.22771 |
| 4 | -47048.43906 |
| 5 | -24772.18458 |
| 6 | -123644.92705 |